Formula: C5H9ClO
Source: OMol25
Level of theory: the ωB97M-V functional and the def2-TZVPD basis

Properties
- Kohn-Sham gap (eV) = 10.158
- energy relative to the best compared isomer or geometry (same formula, charge and spin) (kcal/mol) = 28.73
- SMILES = C/C(=C/CCl)CO
- net charge = 0

Geometry as XYZ:
```
16
Properties=species:S:1:pos:R:3:mulliken_charge:R:1
C -1.1524 -0.5389 0.0871 0.929
H 0.7610 1.2387 0.0710 0.292
H 1.4420 0.6393 1.5923 0.324
O -1.3282 1.9668 0.0689 -0.520
H 0.3563 -1.6109 1.0531 0.268
C -1.7444 0.7304 -0.4865 -0.828
H -2.8637 0.6462 -0.4576 0.377
Cl 2.6030 -0.1696 -0.3339 -0.222
H -2.5954 -1.6135 -1.0856 0.361
C 1.1379 0.3494 0.5535 -0.443
H -2.9979 -1.5876 0.5997 0.316
C 0.0854 -0.6246 0.5783 -0.394
H -1.5555 0.7681 -1.5538 0.325
C -2.1375 -1.6835 -0.0899 -1.512
H -1.7114 -2.6697 0.0638 0.392
H -1.5940 1.9423 0.9865 0.334
```

***

Formula: C7H8N
Source: OMol25
Level of theory: the ωB97M-V functional and the def2-TZVPD basis

Properties
- Kohn-Sham gap (alpha / beta) (eV) = 7.686 / 5.866
- energy relative to the best compared isomer or geometry (same formula, charge and spin) (kcal/mol) = 126.63
- net charge = +1

Geometry as XYZ:
```
16
Properties=species:S:1:pos:R:3:mulliken_charge:R:1
H -0.2938 -1.8756 -0.7437 0.336
H -0.2564 0.7788 1.7327 0.312
N 1.2565 -0.6580 1.3722 0.058
H -1.2888 0.5844 -1.6503 0.318
C -2.5970 0.1753 1.1405 -0.102
C 0.6141 0.5632 1.0958 -0.616
H 0.8891 1.0112 -0.9950 0.362
H 1.3070 1.3898 1.1669 0.322
C 0.4739 -1.0951 -0.6739 -0.509
C 1.2656 -1.5260 0.4825 -0.173
H -1.1151 2.1090 -0.9160 0.518
H 1.8289 -2.4744 0.6711 0.418
H 0.9993 -1.2122 -1.7377 0.354
C -2.1765 0.7201 0.1290 -0.163
C 0.1904 0.3962 -0.3545 0.268
C -1.0971 1.1134 -0.7197 -0.703
```

***

Formula: C3H10IN2
Source: OMol25
Level of theory: the ωB97M-V functional and the def2-TZVPD basis

Properties
- Kohn-Sham gap (eV) = 8.987
- energy relative to the best compared isomer or geometry (same formula, charge and spin) (kcal/mol) = 66.06
- SMILES = C[NH+](C)CNI
- net charge = +1

Geometry as XYZ:
```
16
Properties=species:S:1:pos:R:3:mulliken_charge:R:1
H -0.6080 0.5230 -1.9876 0.395
C -0.6127 0.8820 0.7624 -0.430
N -0.1522 -0.2963 0.0100 0.107
H -0.8505 0.6636 1.8541 0.353
H 0.6785 -2.0196 0.4712 0.404
C 0.1280 -0.0751 -1.4808 -1.009
H 0.0197 1.8260 0.6558 0.356
H 1.0226 -0.8116 1.6636 0.347
N -2.2304 1.2959 0.2004 -0.588
H -1.0518 -0.9890 -0.0169 0.246
H 1.0533 0.3955 -1.5539 0.439
H 1.9208 -0.9552 0.1304 0.327
C 1.0029 -1.0462 0.6088 -0.862
I -3.5103 -0.1863 0.1464 0.247
H -0.0412 -0.9670 -2.1232 0.359
H -2.4067 2.1995 0.6885 0.309
```

***

| no. | DFT total energy (a.u.) | M (g mol⁻¹) |
| --- | --- | --- |
| 1 | -731.3101 | 120.58 |
| 2 | -325.7085 | 106.15 |
| 3 | -527.1518 | 201.03 |